Record 1
{
  "formula": "C40H85ClF6NO26S7",
  "method": "ωB97M-V/def2-TZVPD",
  "homo_ev": 0.8,
  "homo_lumo_gap_ev": 2.1363,
  "total_charge": -3,
  "lumo_energy_ev": 2.99,
  "symbols": ["H", "C", "H", "H", "H", "H", "Cl", "H", "H", "C", "O", "S", "C", "H", "S", "H", "C", "H", "H", "H", "C", "C", "N", "H", "H", "H", "C", "H", "H", "H", "H", "H", "H", "H", "H", "C", "H", "H", "H", "H", "O", "H", "H", "O", "C", "H", "F", "C", "H", "H", "C", "H", "H", "H", "H", "H", "O", "H", "C", "H", "H", "H", "H", "H", "C", "C", "H", "H", "C", "H", "C", "F", "H", "O", "O", "F", "C", "S", "H", "O", "H", "C", "C", "S", "O", "C", "H", "C", "C", "O", "H", "C", "H", "S", "H", "F", "H", "C", "O", "H", "H", "H", "C", "H", "C", "O", "C", "H", "O", "F", "H", "C", "H", "C", "H", "H", "H", "O", "H", "H", "H", "H", "H", "H", "C", "O", "H", "H", "C", "H", "O", "O", "H", "O", "H", "C", "C", "S", "H", "O", "O", "O", "S", "H", "O", "O", "H", "C", "C", "H", "H", "O", "C", "O", "C", "O", "H", "H", "O", "C", "H", "H", "C", "H", "F", "C"],
  "positions_angstrom": [[13.20995, -17.11380, 3.23552], [18.97394, -17.08452, 4.71741], [23.30545, -21.76658, 3.19436], [18.19299, -10.77237, 5.70886], [26.18432, -12.07583, 4.19921], [17.39674, -3.57392, 8.71454], [11.95133, -7.41279, 7.90450], [14.00645, -9.01802, 0.44401], [17.18329, -10.93072, 7.74032], [17.04911, -2.34403, 4.67817], [24.09259, -15.52310, 5.02258], [20.36757, -13.20668, -0.62732], [25.11685, -11.93600, 4.02875], [13.54132, -25.76882, 0.37477], [24.99058, -14.58837, 4.36734], [16.90101, -23.21054, -1.39941], [23.69808, -22.74791, 1.31600], [25.92292, -14.68512, 2.21270], [14.95996, -18.91188, 4.21256], [27.31832, -22.95785, 2.42300], [24.60357, -23.41719, 0.54023], [18.40403, -15.08427, 6.09529], [18.09346, -13.58819, 6.09568], [17.73648, -11.31506, 17.98604], [13.43013, -20.00803, 2.36862], [18.60367, -3.04753, 7.43329], [17.04329, -9.50974, 17.28414], [16.26045, -8.79525, 17.53860], [16.69781, -12.05054, 5.33144], [19.90624, -9.22496, 13.80609], [15.50939, -9.77078, -0.22472], [24.18554, -14.00768, 2.19657], [17.42635, -4.79347, 5.91760], [18.74299, -11.58685, 8.53215], [16.94284, -13.49064, 4.19023], [14.91438, -9.57801, 0.66797], [23.15032, -13.86850, 15.20382], [17.61456, -15.54869, 6.68617], [20.00499, -17.13437, 5.06750], [16.10045, -4.78608, 6.99869], [16.99750, -9.56224, 15.83909], [16.38639, 0.37304, 2.46873], [18.05139, -2.13175, 5.05028], [11.76616, -6.25942, 7.07250], [16.83522, -13.12516, 5.21147], [25.67304, -13.79146, 11.54425], [21.35381, -11.15540, -2.01791], [17.03503, -23.52822, 0.73731], [25.46178, -13.31492, 9.76451], [24.62414, -15.78930, 2.36316], [25.37509, -22.22636, 2.93099], [23.57348, -10.74393, 4.89267], [18.98509, -17.51169, 3.71467], [18.31810, -17.69006, 5.34295], [15.31768, -11.88383, -1.41496], [24.96676, -10.71284, 5.76241], [16.40943, -27.04728, 1.79888], [14.15132, -13.12571, -1.64869], [24.89278, -14.75193, 2.56266], [18.52862, -23.00835, -0.77987], [15.87522, -7.97298, 1.34576], [13.65699, -18.86825, 5.29709], [12.79060, -17.75855, 1.60492], [16.64910, -13.26096, 7.72747], [21.87190, -12.19578, -1.32852], [24.05424, -22.19946, 2.54759], [17.42172, -0.93584, 2.04194], [26.60596, -23.91435, 0.18066], [18.84192, -11.26230, 6.43477], [17.45003, -15.52368, 4.38342], [17.05196, -0.37465, 2.90013], [11.88387, -13.15068, 8.95743], [15.33228, -3.18883, 5.74763], [24.27756, -13.12824, 4.30438], [12.72149, -10.81753, -0.80238], [11.45712, -15.19546, 9.74475], [14.71358, -12.60958, -0.87050], [23.45889, -12.93061, 11.07665], [17.78554, -23.25849, 1.48033], [12.63798, -7.03637, 9.08612], [18.28112, -13.57475, 8.34414], [18.49559, -15.65502, 4.66209], [16.92516, -4.16325, 6.65227], [18.18439, -10.35815, 14.96324], [17.57036, -10.79182, 13.72033], [17.89341, -3.80202, 7.77147], [24.30546, -23.84391, -0.40605], [25.05668, -13.81277, 10.64549], [17.47591, -22.84738, -0.54752], [18.88809, -11.31064, 15.84366], [19.36878, -15.13572, 6.59998], [13.43798, -17.86141, 2.47579], [23.26666, -11.69387, 13.87830], [10.07788, -14.44160, 7.49258], [15.25098, -1.46106, 3.72750], [22.56215, -12.98642, -1.98733], [24.98359, -11.77138, 2.95952], [16.75300, -10.84621, 18.01855], [9.68163, -15.85717, 7.41872], [15.53415, -9.01423, 2.70711], [15.97634, -13.63646, 5.64621], [24.71303, -14.36402, 14.45583], [14.53764, -26.02614, 0.01528], [19.15612, -15.08270, 4.01074], [18.03308, -11.61244, 7.70541], [22.48644, -13.51049, 10.22183], [26.26986, -22.92390, 2.16610], [24.51941, -13.06126, 15.65454], [20.95555, -14.32269, 0.14468], [12.70306, -14.88945, 8.02824], [20.05304, -13.17613, 6.24448], [25.93320, -23.48101, 0.90593], [14.41259, -27.09266, -0.17178], [19.29703, -8.92753, 14.65961], [14.47841, -17.82186, 2.15324], [14.18184, -20.41795, 4.66985], [25.62123, -21.73893, 3.86278], [15.12669, -24.92813, 2.42398], [18.71449, -8.06534, 14.33498], [18.02478, -9.06947, 17.46007], [25.07435, -14.84997, 10.31083], [16.89518, -9.36371, 1.58942], [18.41293, -4.68260, 8.14934], [17.89297, 0.23768, 3.22546], [24.64612, -10.65124, 4.72246], [26.43710, -14.44473, 4.89221], [19.85152, -8.60743, 15.54175], [24.86533, -9.74198, 4.16272], [13.14683, -19.23957, 3.08789], [22.64386, -22.70297, 1.08576], [12.69497, -12.69010, 0.87236], [19.65820, -13.76345, -1.78782], [24.72751, -12.10536, 13.29810], [10.67535, -8.08031, 8.16955], [15.39316, -13.15386, -0.21473], [13.99280, -19.38016, 4.39529], [15.86588, -9.01395, 1.66881], [15.78112, -25.77886, 1.44357], [16.25586, -2.10521, 6.70891], [23.80307, -11.53670, 11.08724], [9.13725, -13.58643, 8.20650], [11.79527, -19.44010, 3.30416], [13.40837, -11.70187, 0.11990], [19.29407, -12.31088, 4.77088], [16.95628, -24.94504, 0.53113], [14.43225, -10.83705, 1.17051], [16.05764, -23.10590, 0.97071], [16.27204, -1.15535, 3.95571], [17.71185, -13.10543, 7.54179], [16.00210, -11.45475, 17.51465], [16.15289, -0.39217, 4.72478], [10.58209, -13.84820, 6.19721], [11.59866, -14.41356, 8.64941], [19.53843, -12.28453, 0.14459], [24.08896, -13.52657, 14.76780], [12.88372, -8.32535, 7.24536], [17.36994, -3.04157, 3.90448], [17.21689, -21.79187, -0.46449], [23.20682, -13.40873, 12.63975], [23.82678, -12.60262, 13.65797], [19.70561, -10.61540, 6.58863], [14.86870, -25.50492, -0.88296], [16.35867, -2.88727, 5.95664], [16.59988, -10.55649, 19.05812], [22.51759, -11.79291, -0.26831], [19.23655, -12.58976, 5.82303]],
  "lowdin_charge": [0.07, -0.09, 0.11, 0.10, 0.11, 0.07, 0.60, 0.12, 0.13, -0.21, -0.30, 0.47, -0.24, 0.06, 0.70, 0.07, -0.09, 0.07, 0.02, 0.09, -0.12, -0.11, -0.21, 0.05, 0.07, 0.07, -0.26, 0.12, 0.10, 0.06, 0.11, 0.08, 0.10, 0.11, 0.10, -0.30, 0.09, 0.14, 0.08, 0.11, -0.29, 0.06, 0.09, -0.40, 0.09, 0.05, 0.11, -0.29, 0.06, 0.07, -0.11, 0.07, 0.08, 0.08, 0.05, 0.07, -0.32, 0.06, -0.09, 0.07, 0.08, 0.06, 0.05, 0.13, -0.78, -0.09, 0.06, 0.09, -0.17, 0.11, -0.14, 0.11, 0.10, -0.30, -0.32, 0.09, -0.09, 0.64, 0.12, -0.40, 0.13, -0.22, -0.25, 0.68, -0.27, -0.13, 0.10, -0.10, -0.08, -0.33, 0.12, -0.12, 0.12, 0.50, 0.11, 0.22, 0.11, -0.06, -0.37, 0.09, 0.11, 0.09, -0.08, 0.12, -0.13, -0.27, -0.10, 0.08, -0.39, 0.07, 0.13, -0.08, 0.05, -0.11, 0.04, 0.04, 0.10, -0.29, 0.07, 0.11, 0.06, 0.08, 0.06, 0.06, -0.06, -0.37, 0.06, 0.08, -0.71, 0.10, -0.26, -0.38, 0.11, -0.38, 0.07, -0.12, -0.07, 0.71, 0.10, -0.29, -0.37, -0.38, 0.67, 0.14, -0.28, -0.27, 0.12, -0.24, -0.10, 0.09, 0.09, -0.38, -0.65, -0.38, -0.08, -0.42, 0.10, 0.09, -0.25, -0.31, 0.12, 0.05, -0.22, 0.07, 0.13, -0.10]
}

***

Record 2
{
  "formula": "C18H23FN6O4",
  "method": "ωB97M-V/def2-TZVPD",
  "e_above_lowest_kcal_mol": 18.8,
  "homo_ev": -8.8,
  "homo_lumo_gap_ev": 9.3488,
  "smiles": "Cc1nccn1[C@H](C)C(=O)NC[C@@H]1CCCN(C(=O)c2nc(O)nc(O)c2F)C1",
  "lumo_energy_ev": 0.54,
  "symbols": ["O", "H", "H", "C", "C", "N", "C", "H", "H", "H", "C", "O", "H", "O", "C", "C", "C", "H", "H", "N", "H", "H", "C", "H", "H", "O", "H", "H", "H", "N", "H", "C", "H", "C", "C", "C", "C", "F", "N", "H", "C", "C", "H", "H", "C", "H", "H", "C", "N", "C", "H", "N"],
  "positions_angstrom": [[-3.08968, 3.44909, -0.05815], [-1.43379, -2.39473, 1.47394], [2.01815, 0.32380, -1.28596], [1.19330, 2.35961, 0.69051], [3.64819, -2.79936, 0.58831], [-3.82974, -0.90000, -2.19435], [0.46979, -2.06678, -1.04560], [2.07627, 2.12306, 2.64799], [4.70974, -2.60954, 0.44237], [1.15944, 3.45238, 0.76831], [1.19614, 1.77735, 2.10118], [-4.94241, -1.74755, -0.37788], [3.41626, -3.80606, 0.24132], [-2.64934, -0.08107, -3.95900], [-0.07123, 1.93757, -0.05827], [-1.30121, 1.69189, 2.04845], [0.79758, -1.96937, -2.49403], [-5.10003, -2.40763, -1.06753], [-0.12221, 2.46378, -1.01376], [1.39499, -2.02049, -0.04523], [1.22717, -1.00295, -2.77142], [-0.11701, -2.08762, -3.06665], [-0.59462, -2.26796, 0.80958], [-2.21503, 2.01737, 2.54304], [3.34339, 2.23255, 0.51366], [3.82980, -0.11928, 1.24204], [1.49744, -2.74702, -2.80837], [-0.14280, 3.21559, 2.99975], [1.22591, -2.12614, 2.09648], [-2.56596, 1.10183, -2.03113], [3.06193, -1.87396, -1.24423], [-2.45731, 2.43282, 0.00640], [1.28675, 0.68587, 2.04331], [-4.16961, -0.80273, -0.92216], [-0.08418, 2.13513, 2.84408], [2.46400, 2.00429, -0.08656], [-2.94964, 1.21193, -0.75270], [-4.10578, 0.37875, 1.14661], [-1.24187, 2.30675, 0.72665], [-0.09461, 1.66699, 3.83202], [-3.02642, 0.04855, -2.67354], [-3.74126, 0.27019, -0.14680], [-3.07574, -0.88538, -4.28285], [-0.05288, 0.85146, -0.25188], [2.82657, -1.78571, -0.18017], [2.52250, 2.61644, -0.99007], [-1.30796, 0.59327, 1.96787], [0.71753, -2.14675, 1.14920], [-0.73999, -2.22296, -0.55888], [3.13706, -0.34904, 0.27042], [3.45269, -2.73889, 1.65681], [2.54971, 0.61065, -0.48313]],
  "nbo_charge": [-0.47, 0.21, 0.39, -0.22, -0.61, -0.57, 0.35, 0.22, 0.23, 0.21, -0.41, -0.63, 0.22, -0.64, -0.22, -0.22, -0.66, 0.50, 0.22, -0.35, 0.21, 0.25, -0.09, 0.22, 0.23, -0.61, 0.22, 0.21, 0.23, -0.49, 0.22, 0.72, 0.20, 0.51, -0.39, -0.22, 0.10, -0.30, -0.52, 0.21, 0.69, 0.23, 0.49, 0.17, -0.12, 0.20, 0.17, -0.12, -0.48, 0.67, 0.23, -0.62]
}

***

Record 3
{
  "formula": "C39H44F6N3O6PSSiTi",
  "method": "ωB97M-V/def2-TZVPD",
  "e_above_lowest_kcal_mol": 26.3,
  "multiplicity": 3,
  "homo_ev": [-0.3, -1.8],
  "homo_lumo_gap_ev": [4.4495, 5.8904],
  "s_squared": 2.006,
  "total_charge": -2,
  "lumo_energy_ev": [4.11, 4.11],
  "symbols": ["H", "H", "C", "O", "H", "C", "H", "H", "C", "H", "H", "N", "N", "C", "C", "C", "C", "O", "Ti", "C", "C", "F", "H", "H", "F", "H", "F", "C", "C", "O", "C", "H", "C", "H", "C", "H", "F", "H", "H", "F", "C", "C", "H", "H", "C", "C", "C", "H", "C", "C", "H", "H", "O", "H", "H", "O", "H", "H", "C", "C", "H", "F", "C", "C", "H", "H", "H", "C", "H", "H", "H", "O", "C", "H", "P", "H", "H", "C", "C", "H", "C", "C", "C", "C", "C", "N", "C", "S", "C", "H", "H", "H", "C", "H", "H", "Si", "C", "C", "H", "H", "H", "H"],
  "positions_angstrom": [[-2.41564, 2.29250, 3.42037], [-4.62200, -0.15807, 0.28356], [4.98964, -3.21603, -2.25422], [2.34246, 2.90222, 2.18781], [0.03490, 1.82201, -3.08913], [-6.32089, 2.74984, -0.04640], [4.43201, -0.55969, 3.15744], [-2.22731, 3.69817, 0.55102], [5.03442, 1.57958, 0.01987], [-2.33585, -4.12190, -4.01150], [6.40372, 2.70653, 1.23645], [0.12907, -1.85416, -3.64142], [-1.13302, 2.37964, 1.71442], [4.62240, 0.00935, 2.25696], [-1.29653, -1.03760, 4.59856], [3.68881, -2.88516, 2.17188], [0.17421, -1.18305, 4.17531], [-2.01708, -0.26953, 1.58440], [-0.33966, 0.35620, 0.63987], [4.19387, -4.27977, -2.65163], [-1.32063, 3.72593, 1.15955], [0.95649, -0.98287, 6.48156], [1.74968, -3.97134, -0.32990], [3.55105, -2.58662, 3.20580], [2.32110, -0.33531, 4.92665], [-1.48506, 4.43269, 1.99340], [1.80387, -2.95387, 4.76164], [0.07852, -1.64548, -2.28607], [-0.85591, 1.78489, -3.70405], [-3.71393, 0.10456, 2.99291], [-3.16947, 1.32279, -3.98497], [0.05108, 3.18574, 3.32666], [-0.76962, 2.18702, -5.03601], [5.99430, 1.32039, 3.25043], [2.66097, -3.74877, -0.87663], [-0.83044, -2.59416, -5.33565], [-0.24045, -3.37567, 5.26037], [5.16481, 2.20505, -0.85498], [-2.82912, -0.63113, -1.67939], [0.37640, -3.37454, 3.19655], [4.16151, 0.50670, -0.03403], [5.72103, 1.86632, 1.19323], [-1.83372, 2.47885, -6.88244], [-1.57277, 0.01229, 4.57140], [-3.88314, 1.53319, -0.81626], [-1.89396, 2.16115, -5.84710], [4.61763, -2.41922, -1.17587], [-1.89966, -4.16425, -1.49717], [3.02514, -4.54939, -1.94943], [0.03011, 2.33839, 2.62931], [-3.22028, 2.44019, 1.85246], [2.38960, -5.37650, -2.24512], [0.00302, 3.62120, -0.91557], [-3.50241, 3.40671, -1.79909], [5.90692, -2.99560, -2.78856], [0.46594, -0.75716, 2.94741], [4.48305, -4.89866, -3.49288], [5.25538, -1.59392, -0.88418], [3.43683, -2.66053, -0.47807], [1.35283, 2.28713, 1.83524], [3.26523, -3.88231, 2.04721], [0.58519, 0.84679, 5.39189], [-2.38971, 1.96087, 2.37534], [-3.10241, 1.72731, -5.31159], [-1.87527, -1.63427, -4.26628], [-5.61877, 4.46268, -1.13789], [4.75463, -2.91078, 1.93503], [-2.05244, 1.33522, -3.13548], [-0.92361, -2.04460, -0.64578], [0.72349, 4.39464, 0.87109], [-6.73037, 0.89194, 0.95107], [1.25998, 1.59470, 0.72699], [-6.02812, 1.44898, 0.34156], [-0.52397, 5.31509, 0.03413], [2.79417, -1.73881, 1.02076], [-2.72133, -2.69616, -2.04871], [-4.12072, 0.98183, -3.58809], [-4.20551, 2.84524, -1.19026], [0.53293, -2.72009, 4.35554], [0.18044, 2.52602, -5.43470], [-1.47305, -3.64004, -3.54925], [-0.20675, 4.30315, 0.30338], [-5.40260, 3.44777, -0.82097], [1.02063, -0.42224, 5.24054], [5.49790, 1.08720, 2.31605], [-0.70919, -2.45692, -1.55650], [-4.83154, 0.85498, -0.04220], [0.93497, -0.39025, -1.60136], [3.96289, -0.31623, 1.07485], [-0.01850, 1.40068, 3.18601], [-3.99319, 1.70443, -5.93095], [-1.48471, -1.42130, 5.60203], [-1.07022, -2.37892, -4.29457], [0.54078, -1.04745, -4.09158], [-0.63102, -4.33681, -3.57434], [-2.18600, 0.70393, -1.27684], [-2.74040, 0.46643, 2.33839], [-1.78996, -3.26811, -2.11012], [0.47001, 2.79692, -0.68302], [3.61298, 0.31370, -0.94888], [-1.92717, -1.55779, 3.88091], [-7.25391, 3.21531, 0.25185]],
  "lowdin_charge": [0.13, 0.10, -0.10, 0.04, 0.05, -0.13, 0.09, 0.10, -0.09, 0.11, 0.09, 0.01, -0.18, -0.09, 0.00, -0.27, -0.52, -0.19, 0.58, -0.12, -0.17, 0.11, 0.10, 0.01, 0.13, 0.13, 0.10, -0.81, -0.13, 0.00, -0.14, 0.13, -0.11, 0.09, -0.13, 0.11, 0.10, 0.10, -0.03, 0.13, -0.13, -0.11, 0.08, 0.08, -0.34, -0.14, -0.09, 0.12, -0.10, -0.09, 0.12, 0.09, -0.08, 0.10, 0.09, -0.20, 0.09, 0.09, -0.38, -0.61, 0.04, 0.12, -0.08, -0.12, 0.12, 0.09, 0.04, -0.32, 0.10, 0.11, 0.09, -0.23, -0.10, 0.12, 1.05, 0.09, 0.09, -0.14, -0.53, 0.09, -0.17, -0.24, -0.12, -0.54, -0.10, 0.02, -0.12, 0.72, -0.37, 0.09, 0.08, 0.09, -0.18, 0.10, 0.11, 0.69, -0.69, -0.19, 0.05, 0.07, 0.09, 0.08]
}

***

Which total energy belongs to each record? In order, -7432.1838; -1429.1355; -4606.1515 Eh.
Which F_max belongs to each record? In order, 7.33; 0.60; 1.04 eV Å⁻¹.